Entry 1:
C36H39BrFeN3O3 as an isolated structure at a distorted geometry. Source: the OMol25 dataset; level of theory: wB97M-V/def2-TZVPD.

Values from the calculation:
HOMO (alpha / beta)	-0.407 / -0.413	Eh
energy	-153002.8502	eV
relative energy (zero: lowest compared OMol25 entry of this formula, charge and spin)	0.000	eV

Structure (ORCA input):
```
! RIJCOSX wB97M-V def2-TZVPD def2/J DEFGRID3
* xyz 1 5
Fe 10.29892 15.34158 8.05310
C 7.75601 13.91194 11.28542
C 9.12944 13.22120 11.27672
C 9.31301 11.99287 11.94844
C 10.53498 11.35739 12.03182
C 11.71548 12.02237 11.62579
C 11.57540 13.25546 10.99795
C 12.83824 14.01634 10.62977
C 10.29097 13.84962 10.77598
N 10.14050 15.13698 10.09622
C 9.95154 16.31848 10.70608
C 10.29687 16.52399 12.16844
C 9.51781 17.42854 9.89247
C 9.32215 18.76170 10.56550
N 9.36579 17.24335 8.61414
C 9.09970 18.24711 7.63478
C 10.09971 19.22652 7.32726
C 11.40152 19.23545 8.05053
C 9.85034 20.14495 6.32981
C 8.61053 20.15841 5.61371
C 7.57371 19.33029 6.05969
C 7.85850 18.29952 6.98018
C 6.79175 17.30398 7.35214
H 6.93435 13.14258 11.47126
H 7.54352 14.41204 10.35397
H 7.74484 14.61880 12.10422
H 8.37586 11.52208 12.31911
H 10.64678 10.39009 12.52395
H 12.72869 11.63252 11.86078
H 13.55368 14.25381 11.44152
H 12.62694 14.94680 10.11842
H 13.44543 13.33363 9.93647
H 10.70701 15.59740 12.55558
H 9.46204 16.80851 12.77401
H 11.07807 17.28105 12.33028
H 8.59266 18.55893 11.31468
H 8.94074 19.42300 9.82566
H 10.23303 19.20510 10.96439
H 11.41643 18.49549 8.82386
H 11.58162 20.23996 8.53693
H 12.22489 19.07834 7.34732
H 10.53605 20.93355 6.03958
H 8.46330 20.94702 4.92677
H 6.57371 19.46036 5.66778
H 5.79477 17.77047 7.26714
H 6.92140 17.01199 8.42501
H 6.91567 16.39523 6.75130
Br 17.02508 18.43355 6.50776
C 16.18842 16.78113 6.69820
C 16.79707 15.60031 6.29330
N 16.09215 14.51582 6.09795
C 14.79017 14.47427 6.39382
C 14.15319 15.53831 7.01617
C 14.88484 16.76847 7.13226
C 12.70730 15.34637 7.45352
O 12.02474 16.42358 7.72791
O 12.10846 14.24256 7.56782
H 17.85434 15.54078 6.04682
H 14.31795 13.58156 5.95751
H 14.44553 17.68189 7.46764
C 8.71561 7.57788 6.26124
C 8.56760 9.01831 6.51272
C 9.41486 9.95651 5.86425
C 9.28758 11.32988 5.97377
C 10.27495 12.20813 5.24888
C 8.29092 11.81414 6.81686
C 8.12301 13.22084 7.09836
O 8.98219 14.10292 7.02452
C 7.33048 10.93556 7.46762
C 6.25162 11.48400 8.36082
C 7.51181 9.57018 7.26978
H 9.68962 7.36289 5.82064
H 7.93253 7.23138 5.58612
H 8.55717 6.97457 7.18373
H 10.09661 9.58753 5.10574
H 11.19699 11.74032 4.90104
H 10.50564 13.04874 5.88665
H 9.75081 12.60471 4.33944
H 7.08048 13.42444 7.42176
H 6.72175 12.25498 9.03586
H 5.83195 10.64925 8.94244
H 5.39498 11.89738 7.79672
H 6.82653 8.92353 7.78238
*
```


Entry 2:
A 11-piece molecular cluster, C50H118N4O11 overall at a distorted geometry. Source: the OMol25 dataset; level of theory: wB97M-V/def2-TZVPD.

Values from the calculation:
HOMO (alpha / beta)	-0.335 / -0.335	Eh
energy	-82228.3913	eV

Structure (ORCA input):
```
! RIJCOSX wB97M-V def2-TZVPD def2/J DEFGRID3
* xyz 1 2
C 0.02526 -0.04327 -0.71197
C 0.15165 0.99918 0.37880
O 1.22156 1.82851 0.19786
H -0.70811 -0.83363 -0.55195
H 0.94882 -0.61703 -0.78899
H -0.26705 0.30491 -1.70264
H 0.21686 0.56554 1.37670
H -0.73655 1.63087 0.36563
H 0.95231 2.57967 0.73158
C 5.89042 0.69589 -0.79817
C 4.51434 0.37745 -0.38738
O 3.58395 1.08932 -1.06566
H 6.12114 0.06913 -1.65958
H 6.59879 0.25507 -0.09674
H 6.08691 1.76386 -0.89258
H 4.42100 0.65744 0.66191
H 4.32447 -0.69216 -0.29799
H 2.89055 1.25104 -0.42173
C -4.53834 0.89913 -4.29041
C -3.26696 1.24806 -3.51061
O -2.49444 0.00305 -3.67578
H -4.96948 0.09033 -3.70045
H -4.47874 0.70289 -5.36095
H -5.31520 1.66231 -4.24410
H -3.50495 1.33535 -2.45050
H -2.63979 2.09329 -3.79407
H -2.84047 -0.61597 -3.02873
C 0.25465 -3.90793 0.72867
C 0.60222 -4.50100 2.05028
O 0.99230 -5.88100 1.87131
H 1.04244 -3.71578 0.00028
H -0.34534 -2.99992 0.78899
H -0.42675 -4.62402 0.26929
H -0.21049 -4.56340 2.77397
H 1.47562 -3.97573 2.43676
H 1.63814 -6.09985 2.54702
C 0.43046 5.58755 1.08488
C 0.02720 4.98981 2.38265
O 0.35361 3.65696 2.29621
H 1.47369 5.41057 0.82326
H 0.31756 6.64848 1.30800
H 0.00313 5.24392 0.14286
H -1.03442 5.21287 2.27641
H 0.39152 5.52338 3.26054
H 0.10178 3.35161 3.17083
C 1.17946 -1.36873 4.12085
C 0.84935 -0.34739 5.24035
O 1.31195 0.92130 4.66727
H 0.78511 -2.38248 4.19082
H 2.26379 -1.42457 4.02486
H 0.79708 -0.94413 3.19263
H 1.20106 -0.46613 6.26519
H -0.23377 -0.29251 5.34971
H 1.01657 1.59341 5.28583
C 1.03174 3.55884 -2.61770
C 2.50107 3.97380 -2.35751
O 3.36160 3.10064 -3.03148
H 0.68402 3.60582 -3.64968
H 0.30211 4.18759 -2.10739
H 0.86657 2.56334 -2.20563
H 2.58599 3.89983 -1.27334
H 2.67005 5.01559 -2.62994
H 3.66885 2.35191 -2.51515
C 2.10932 -2.53177 -4.63391
C 1.50692 -1.34205 -5.35921
C 2.29802 -0.98301 -6.63357
C 2.03531 -1.92353 -7.84163
C 0.60217 -1.95372 -8.17968
C -0.30395 -2.33546 -6.94326
N 0.07511 -1.51281 -5.75778
O -0.66963 -1.69110 -4.59200
C -1.72755 -2.13947 -7.60597
C -0.17646 -3.87541 -6.62614
C 1.80316 -0.04460 -4.48432
H 1.45433 -3.33156 -4.28833
H 2.57252 -2.08959 -3.75185
H 2.98948 -2.89697 -5.16311
H 1.86583 -0.05309 -7.00310
H 3.36336 -0.79584 -6.49902
H 2.49167 -2.90165 -7.68960
H 2.51849 -1.44879 -8.69559
H 0.35165 -2.64784 -8.98189
H 0.35501 -0.91932 -8.41849
H -1.84194 -2.55588 -8.60678
H -2.49290 -2.43496 -6.88831
H -1.89553 -1.08535 -7.82669
H -0.52834 -4.02013 -5.60469
H -1.02373 -4.39063 -7.07864
H 0.75837 -4.38275 -6.86451
H 1.39999 0.86539 -4.92869
H 2.88699 0.01718 -4.38643
H 1.53903 -0.04528 -3.42680
H -1.07740 -0.82536 -4.51563
C 7.24013 3.35059 2.37038
C 6.40261 4.65663 2.19386
C 5.11017 4.32310 1.29714
C 3.99371 3.58640 2.10454
C 3.56816 4.47811 3.27532
C 4.75263 4.85630 4.25390
N 5.94667 5.19126 3.49410
O 7.03638 5.68209 4.30515
C 4.32829 6.08662 5.04836
C 5.10723 3.63926 5.14826
C 7.28758 5.71153 1.44283
H 6.60929 2.57283 2.80076
H 8.05163 3.55633 3.06841
H 7.65358 3.01620 1.41889
H 4.76614 5.25239 0.84309
H 5.36274 3.65105 0.47698
H 4.40966 2.64419 2.46138
H 3.16979 3.50687 1.39538
H 2.76698 3.93881 3.78066
H 3.19936 5.45448 2.96101
H 5.16589 6.29570 5.71380
H 4.25480 6.93753 4.37111
H 3.39918 6.12998 5.61666
H 4.20520 3.21953 5.59356
H 5.39551 2.76481 4.56490
H 5.91201 3.73836 5.87669
H 7.47038 5.53350 0.38312
H 8.28687 5.88639 1.84150
H 6.87441 6.71823 1.50578
H 7.62159 4.92629 4.39406
C -2.93362 -2.37163 -0.61897
C -3.77552 -3.58667 -1.10197
C -5.21635 -3.42754 -0.54783
C -6.23249 -4.24599 -1.35654
C -6.17210 -3.82771 -2.88078
C -4.84255 -4.17621 -3.50298
N -3.69523 -3.62400 -2.60325
O -2.37715 -3.92173 -2.97655
C -4.75885 -5.66205 -3.84802
C -4.65910 -3.41717 -4.83887
C -3.21280 -4.99338 -0.56376
H -3.25282 -1.45067 -1.10688
H -1.87095 -2.54074 -0.79283
H -3.01491 -2.26035 0.46229
H -5.26148 -3.72937 0.49857
H -5.43760 -2.36023 -0.54664
H -7.27745 -4.03651 -1.12787
H -6.03514 -5.31418 -1.26645
H -6.25432 -2.74088 -2.89206
H -7.00544 -4.29683 -3.40383
H -4.72842 -5.95334 -4.89795
H -3.81405 -6.06815 -3.48671
H -5.47091 -6.36648 -3.41808
H -5.54919 -3.52825 -5.45814
H -4.70461 -2.35797 -4.58563
H -3.69079 -3.66142 -5.27571
H -3.15965 -5.02675 0.52444
H -2.28979 -5.37006 -1.00449
H -3.87207 -5.77539 -0.94047
H -2.20027 -3.25890 -3.64810
C -2.53743 1.36539 3.25920
C -3.27306 0.18761 3.94561
C -2.73888 -1.19159 3.41633
C -3.26093 -2.37718 4.31452
C -2.84036 -2.08454 5.79857
C -3.29078 -0.76961 6.38560
N -3.13845 0.34763 5.38380
O -3.50667 1.52802 5.91470
C -4.78077 -0.92901 6.79554
C -2.41817 -0.41016 7.56930
C -4.78913 0.37738 3.51454
H -1.49252 1.18295 3.51018
H -2.85123 2.33234 3.65243
H -2.66752 1.46903 2.18196
H -2.93041 -1.37241 2.35864
H -1.65558 -1.27410 3.50436
H -2.72683 -3.19936 3.83823
H -4.34694 -2.44482 4.25032
H -1.75916 -2.22146 5.81807
H -3.12299 -2.81138 6.56008
H -4.83955 -1.93997 7.19876
H -5.12779 -0.22168 7.54879
H -5.35159 -1.09932 5.88271
H -2.62321 -1.05243 8.42578
H -1.40562 -0.59952 7.21297
H -2.53528 0.60647 7.94459
H -4.84269 0.45837 2.42887
H -5.28869 1.18749 4.04582
H -5.37680 -0.51027 3.74870
H -4.42107 1.58381 5.62772
*
```


Entry 3:
C25H19F5Ge2MnN2OS2 as an isolated structure at a distorted geometry. Source: the OMol25 dataset; level of theory: wB97M-V/def2-TZVPD.

Values from the calculation:
HOMO (alpha / beta)	-0.195 / -0.202	Eh
energy	-210873.6027	eV
relative energy (zero: lowest compared OMol25 entry of this formula, charge and spin)	0.000	eV

Structure (ORCA input):
```
! RIJCOSX wB97M-V def2-TZVPD def2/J DEFGRID3
* xyz -1 5
Mn 0.13954 -0.15877 -0.01783
S -1.09465 0.41409 -1.83038
C -0.61552 -0.81575 -2.98918
C -1.19538 -0.68908 -4.30791
N -1.66797 -0.56308 -5.34962
C 0.20508 -1.84488 -2.69682
S 0.89581 -2.11071 -1.12292
C 0.52862 -2.80642 -3.73278
N 0.80132 -3.57178 -4.54699
F 6.00696 2.04511 2.21389
C 4.82100 1.44015 2.06089
C 4.06173 1.66211 0.92786
F 4.49825 2.48786 -0.02553
C 2.84724 1.02295 0.80271
F 2.08827 1.25385 -0.30109
C 2.33195 0.15605 1.75676
O 1.15571 -0.43064 1.60877
C 3.11972 -0.04706 2.88670
F 2.69581 -0.86263 3.85585
C 4.34195 0.58465 3.03496
F 5.07357 0.36865 4.13348
C -1.14265 -2.35443 3.26927
Ge -2.59909 -1.32153 2.48253
C -3.46702 -2.42956 1.12863
C -3.90136 -0.93126 3.88055
Ge -1.66039 0.62661 1.38646
C -0.72016 1.74834 2.71985
C 0.13621 2.76498 2.28425
C 0.87290 3.52943 3.18054
C 0.77376 3.28646 4.54480
C -0.06661 2.28038 4.99831
C -0.80200 1.52082 4.09318
C -3.10307 1.74633 0.67041
C -2.81416 2.94551 0.01208
C -3.82528 3.75642 -0.48537
C -5.15465 3.37938 -0.34232
C -5.46275 2.18839 0.29798
C -4.44354 1.38293 0.79651
H -1.52181 -3.31026 3.63907
H -0.67133 -1.81411 4.09181
H -0.37424 -2.54181 2.51812
H -3.76942 -3.38570 1.56210
H -2.76722 -2.62218 0.31316
H -4.34670 -1.93743 0.71011
H -4.26692 -1.88364 4.27409
H -4.75008 -0.36327 3.49899
H -3.45442 -0.36662 4.69946
H 0.24878 2.96368 1.22225
H 1.53226 4.30674 2.81282
H 1.35289 3.87300 5.24763
H -0.14552 2.07777 6.05996
H -1.43929 0.73192 4.47715
H -1.78431 3.25747 -0.12560
H -3.57463 4.67875 -0.99564
H -5.94524 4.00736 -0.73495
H -6.49604 1.88105 0.40778
H -4.71162 0.45351 1.28553
*
```